No. 1
An isolated ion of composition C7H14N3 and charge +1 in a non-equilibrium geometry. Source: the OMol25 dataset; level of theory: ωB97M-V/def2-TZVPD.

The geometry in XYZ format:
```
24
Properties=species:S:1:pos:R:3:forces:R:3
C -2.6555 -1.0585 0.7500 -0.7 2.3 1.8
C -1.6854 -0.0376 0.1184 0.2 -1.9 -1.6
N -1.2255 -0.5709 -1.2267 -2.4 2.3 -0.3
C -1.1565 1.0906 0.5678 0.0 -0.1 0.6
C -0.3290 2.1554 -0.0622 -0.6 -0.4 -0.8
C 0.9907 2.2585 0.0386 1.4 0.5 -0.1
C 1.9005 1.2410 0.6783 -2.7 -0.1 -1.0
C 1.8282 -0.0282 0.3027 1.2 0.2 -1.8
N 2.7035 -1.0231 0.6992 -0.2 -0.9 1.9
N 1.2541 -0.4261 -0.9700 -0.5 2.4 0.1
H -3.5365 -1.1336 0.0672 0.3 0.4 0.8
H -2.9513 -0.6830 1.8372 0.3 -0.8 -2.5
H -2.3351 -2.0802 0.8545 0.8 -0.3 0.0
H -1.3474 0.1791 -1.9923 0.0 -1.5 1.4
H -1.8381 -1.3609 -1.4548 0.5 0.3 -0.2
H -1.2808 1.2556 1.6192 -0.6 0.3 0.5
H -0.8622 2.9533 -0.6129 0.2 -0.5 0.5
H 1.4301 3.1742 -0.4013 0.0 -0.6 0.4
H 2.3377 1.3416 1.6186 0.9 1.0 1.4
H 3.2117 -0.5413 1.4578 0.1 -1.5 -0.1
H 2.2749 -1.9672 0.9695 0.9 2.0 -0.2
H 0.1449 -0.4905 -0.9314 0.1 -1.4 -0.6
H 1.3354 0.2960 -1.7162 0.5 -0.4 0.7
H 1.7552 -1.2363 -1.2200 0.4 -1.4 -0.9
```
Positions in Å, forces in eV/Å.

Properties
Structure (SMILES) = C/C(N)=C/C=C\C=C(\N)[NH3+]
HOMO energy = -0.462 Ha
Energy above the lowest of the compared OMol25 structures with the same formula, charge and spin = 74.3 kcal/mol
Total charge = +1

No. 2
One molecule with the formula C6H9N in a non-equilibrium geometry. Source: the OMol25 dataset; level of theory: ωB97M-V/def2-TZVPD.

The geometry in XYZ format:
```
16
Properties=species:S:1:pos:R:3:forces:R:3
C 1.2279 1.1858 0.1593 -0.2 0.2 0.0
C 0.4778 -0.1654 -0.0181 0.1 -0.2 0.0
C 1.6238 -1.0753 -0.1360 0.6 -0.7 -0.1
N 2.6644 -1.5767 -0.2136 -1.0 0.0 0.0
C -0.6512 -0.5029 1.0179 0.1 0.0 0.2
C -1.7166 -0.0890 -0.0193 -0.1 0.0 0.0
C -0.6415 -0.2454 -1.1138 0.1 0.0 -0.2
H 1.1256 1.8143 -0.7275 -0.1 0.0 0.1
H 2.2910 0.9688 0.2944 -0.2 0.3 0.0
H 0.8890 1.7291 1.0401 -0.2 0.1 -0.1
H -0.6277 0.0488 1.9620 0.1 -0.1 -0.1
H -0.7057 -1.5775 1.2301 0.1 0.2 -0.1
H -2.6055 -0.7243 -0.1003 0.2 0.1 0.0
H -2.0481 0.9481 0.1027 0.1 -0.2 0.0
H -0.6882 -1.2424 -1.5674 0.1 0.2 0.1
H -0.6151 0.5040 -1.9105 0.1 -0.1 0.1
```
Positions in Å, forces in eV/Å.

Properties
Structure (SMILES) = CC1(C#N)CCC1
HOMO energy = -0.405 Ha
Energy above the lowest of the compared OMol25 structures with the same formula, charge and spin = 30.7 kcal/mol

No. 3
One molecule with the formula CH2ClF2P in a non-equilibrium geometry. Source: the OMol25 dataset; level of theory: ωB97M-V/def2-TZVPD.

The geometry in XYZ format:
```
7
Properties=species:S:1:pos:R:3:forces:R:3
F 1.3555 0.6943 1.0583 -1.6 -1.4 -2.5
C 0.6022 0.0837 -0.0669 2.4 1.5 0.3
F 1.1597 0.6351 -1.2413 -1.0 -0.6 2.0
P -1.1974 0.5716 0.1355 1.1 1.5 0.2
Cl 1.0034 -1.6424 -0.1283 -0.1 0.6 0.3
H -1.3441 -0.2441 1.2705 -0.4 -0.7 -0.4
H -1.5793 -0.0981 -1.0279 -0.3 -0.9 0.2
```
Positions in Å, forces in eV/Å.

Properties
Structure (SMILES) = FC(F)(P)Cl
HOMO energy = -0.380 Ha
Energy above the lowest of the compared OMol25 structures with the same formula, charge and spin = 38.5 kcal/mol

No. 4
A 2-piece molecular cluster, C4H5N overall in a non-equilibrium geometry. Source: the OMol25 dataset; level of theory: ωB97M-V/def2-TZVPD.

The geometry in XYZ format:
```
10
Properties=species:S:1:pos:R:3:forces:R:3
C -1.4234 -0.1217 -0.0399 -1.0 0.6 0.9
C -0.2587 -0.1492 0.2676 1.6 -0.3 0.1
C 3.5308 -0.3299 -0.0500 0.9 -3.4 -2.1
C -2.8183 0.2996 -0.0031 0.0 0.0 3.5
N 2.8075 0.6060 0.0877 -2.8 3.1 0.4
H 4.4257 -0.3119 0.5309 1.1 -0.7 0.4
H 3.2603 -1.1405 -0.8436 0.7 0.9 1.4
H -3.1171 0.0595 -0.9367 -1.8 -0.1 -3.2
H -2.9210 1.3706 0.2737 0.1 -0.7 -0.5
H -3.4858 -0.2824 0.7133 1.1 0.5 -0.8
```
Positions in Å, forces in eV/Å.

Properties
HOMO energy (spin up / spin down) = -0.380 / -0.351 Ha
Energy above the lowest of the compared OMol25 structures with the same formula, charge and spin = 180.7 kcal/mol

No. 5
C13H30F9N8O12SY as an isolated structure in a non-equilibrium geometry. Source: the OMol25 dataset; level of theory: ωB97M-V/def2-TZVPD.

The geometry in XYZ format:
```
74
Properties=species:S:1:pos:R:3:forces:R:3
Y 0.6428 -1.2163 0.1905 1.7 0.9 -0.2
C -0.6393 -3.4945 -3.7044 0.2 0.7 2.2
F -1.6612 -2.6644 -3.9920 0.5 -0.5 0.3
F -0.6552 -4.5200 -4.4881 -0.6 -1.2 -0.4
F 0.5096 -2.8708 -3.9299 0.5 0.7 0.0
S -0.6343 -4.0184 -1.7525 0.3 -3.5 0.9
O -0.0250 -2.9401 -0.9560 -0.3 0.4 -1.3
O -2.0352 -4.2503 -1.4010 0.9 0.7 -0.7
O 0.2229 -5.2221 -1.5637 -1.3 2.1 -1.5
C -2.7039 0.5883 0.7934 2.5 0.3 0.9
O -2.0673 1.5225 1.7139 -1.9 -0.6 -1.4
O -1.6209 -0.3278 0.5299 -3.0 0.9 0.1
C -4.0859 -0.1121 1.2079 -1.7 -0.2 0.6
F -5.2238 0.6650 1.3222 2.0 0.9 -0.1
F -4.4929 -1.0231 0.3595 1.0 -0.6 -1.6
F -3.9660 -0.7253 2.3558 0.8 -0.1 1.5
C -2.6923 2.8069 1.8939 0.6 2.0 1.2
C -1.6567 3.9165 2.3527 0.4 -1.2 -0.2
H -0.8222 3.5986 2.9777 -0.4 -0.6 0.5
H -1.0912 4.2756 1.4928 -0.5 0.3 -0.2
H -2.1498 4.7371 2.8738 -0.2 -0.1 -0.3
H -3.5190 2.7437 2.6015 0.1 -0.3 0.2
H -3.1064 3.3464 1.0421 -0.2 -1.1 -0.9
H -2.9316 1.0379 -0.1731 0.2 0.3 -0.4
C 1.3227 2.3279 0.1864 -2.7 -1.8 0.1
O 0.9020 2.7894 -1.0940 -0.1 1.5 -1.1
O 1.6216 0.9656 0.0784 0.3 1.8 0.5
C 2.3059 3.3407 0.8405 2.1 -0.9 -1.1
F 2.7196 3.0839 2.0567 -0.4 -1.6 2.2
F 3.4967 3.2871 0.1620 -0.5 0.8 -0.9
F 1.8540 4.5922 0.9789 -0.5 0.2 -1.5
C -0.2835 3.6535 -1.2852 1.3 -0.4 -1.8
C -0.3064 4.1269 -2.8085 -0.4 -0.7 0.2
H 0.3779 3.5756 -3.4534 0.6 0.1 0.5
H -1.2474 3.8838 -3.3019 -0.5 -0.1 0.4
H -0.2269 5.1919 -3.0263 0.5 0.0 0.6
H -0.3025 4.5616 -0.6827 0.1 -0.3 0.4
H -1.1666 3.0257 -1.1658 -0.1 0.1 0.5
H 0.4199 2.4300 0.7886 -0.3 0.1 0.8
O 2.3134 -2.9595 0.9402 -0.1 0.2 0.4
H 2.7003 -3.6445 0.3948 -0.1 -0.1 -0.5
H 2.6194 -3.1563 1.8255 -0.1 0.1 0.4
C 3.6423 -1.0998 -1.6668 -1.9 1.2 0.0
O 2.5811 -1.3877 -1.1091 -0.6 -0.1 1.0
N 4.2351 0.0987 -1.6375 0.1 0.3 0.6
N 4.1803 -1.9490 -2.4960 2.0 -1.7 -2.0
H 3.8078 0.8102 -1.0619 0.0 0.2 -0.1
H 4.9710 0.2712 -2.3073 -0.2 0.5 0.5
H 3.7396 -2.8094 -2.7886 0.0 0.3 0.3
H 4.9483 -1.5799 -3.0384 -0.1 -0.7 -0.1
C 0.9916 0.1578 3.3944 2.0 -3.8 -2.6
O 1.0571 -0.6017 2.4239 0.0 -1.1 -2.5
N 2.0758 0.3936 4.0594 2.2 1.7 2.1
N -0.1319 0.4451 3.8865 -4.4 2.4 3.0
H 2.0067 1.0917 4.7861 0.8 -0.2 0.0
H 2.9403 -0.0719 3.8230 -0.2 0.5 -0.1
H -1.0069 0.1069 3.5123 0.4 0.3 -0.1
H -0.1030 0.8260 4.8215 -0.7 0.0 -0.2
C -0.5306 0.1573 -2.9528 2.1 -1.5 -1.6
O -0.1789 -0.6132 -2.1033 1.9 -1.9 2.7
N -1.6554 0.7405 -2.8618 -5.4 3.2 1.0
N 0.0141 0.3798 -4.1480 0.9 0.4 -0.7
H -1.9077 1.4482 -3.5367 -0.6 -0.3 0.4
H -2.3415 0.3738 -2.2176 0.2 0.3 -0.3
H -0.5462 1.0786 -4.6149 1.2 -0.4 -1.1
H 0.8979 0.0020 -4.4582 -0.3 0.4 0.1
C -0.6732 -3.9601 2.1766 -1.5 -3.8 -2.5
O -0.5036 -2.9587 1.5941 0.9 6.8 -2.3
N -1.1400 -5.0204 1.4917 -0.2 -1.0 0.9
N -0.3849 -4.1527 3.4110 0.8 -1.0 4.9
H -1.1241 -5.9082 1.9729 -0.4 0.0 -0.7
H -1.5879 -4.8536 0.6019 0.1 -0.3 -0.2
H -0.7832 -4.9752 3.8409 0.2 0.3 0.3
H -0.2053 -3.3684 4.0216 0.1 -0.1 -0.3
```
Positions in Å, forces in eV/Å.

Properties
2S+1 = 2
HOMO energy (spin up / spin down) = -0.412 / -0.412 Ha
⟨S²⟩ = 0.754
Total charge = +1

No. 6
C42H32Br2FN2O4SbTl as an isolated structure. Source: the OMol25 dataset; level of theory: ωB97M-V/def2-TZVPD.

The geometry in XYZ format:
```
85
Properties=species:S:1:pos:R:3:forces:R:3
Tl 0.9823 2.4354 0.2843 0.1 0.3 0.3
C -2.2552 4.6018 0.2881 0.0 0.0 0.1
C -1.1573 5.4782 0.8089 0.1 -0.1 0.0
C -1.2608 6.8805 0.7902 0.2 0.1 0.0
C -0.2252 7.6369 1.2657 -0.2 -0.1 0.0
C 0.9153 7.0063 1.8031 0.0 -0.3 0.0
C 2.0230 7.6744 2.3451 0.5 0.5 0.3
Br 2.1158 9.5957 2.2973 0.0 -0.2 0.0
C 3.0617 6.9923 2.9391 -0.4 0.4 -0.2
C 3.0418 5.6121 2.9543 0.1 -0.5 0.1
Br 4.4635 4.6692 3.8016 0.0 0.2 -0.1
C 2.0436 4.8186 2.3452 0.4 0.3 0.1
O 2.1272 3.5671 2.2800 -0.4 -0.6 -0.4
C 0.9215 5.5795 1.8026 0.3 0.6 0.1
N -0.0938 4.8758 1.2909 -0.5 -0.3 -0.1
H -3.0971 5.1973 -0.0599 -0.1 -0.1 -0.1
H -2.5875 3.9224 1.0735 -0.1 0.0 0.0
H -1.8887 3.9729 -0.5259 0.0 0.0 -0.1
H -2.1522 7.3508 0.4028 -0.1 0.0 -0.1
H -0.2839 8.7171 1.2638 0.0 0.0 0.0
H 3.8868 7.5274 3.3909 0.0 0.0 0.0
C 2.4151 -5.3752 2.3572 0.2 0.3 -0.2
C 3.1630 -4.7969 1.1610 0.0 -0.6 0.0
C 3.0012 -5.6730 -0.0870 0.3 0.1 0.1
C 3.9781 -5.1985 -1.1541 -0.1 -0.1 0.1
C 3.8688 -3.7115 -1.3475 0.1 0.0 0.0
C 4.3074 -3.1381 -2.5239 0.0 0.2 0.1
C 4.2079 -1.7662 -2.7166 -0.1 0.1 0.2
F 4.6495 -1.2407 -3.8833 0.0 -0.1 0.1
C 3.6754 -0.9467 -1.7558 0.1 -0.2 -0.2
C 3.2129 -1.5119 -0.5670 0.1 -0.2 -0.1
C 2.6040 -0.6164 0.4315 0.1 -0.3 0.1
O 2.8105 0.5964 0.3800 -0.1 -0.1 0.0
C 1.7811 -1.3161 1.3888 -0.4 0.4 0.0
C 1.9634 -2.6488 1.5738 0.2 0.2 0.1
N 2.7952 -3.4229 0.8247 -0.3 -0.1 0.1
C 3.3008 -2.8980 -0.3468 0.2 0.6 -0.6
C 0.5728 -0.6472 2.0667 0.5 -0.5 0.0
O 0.1249 -1.1589 3.0798 0.0 -0.2 0.4
O 0.0749 0.3192 1.4123 0.0 0.5 -0.4
H 2.6978 -6.4209 2.4617 0.0 0.0 0.0
H 1.3363 -5.3274 2.2342 -0.1 0.0 0.0
H 2.6981 -4.8559 3.2692 -0.1 0.0 0.1
H 4.2348 -4.7904 1.4162 -0.1 0.0 0.0
H 1.9763 -5.6092 -0.4564 -0.1 0.0 0.1
H 3.2023 -6.7156 0.1667 0.0 0.0 0.0
H 3.7883 -5.7114 -2.0986 0.1 0.0 0.0
H 4.9979 -5.4508 -0.8429 0.0 0.0 0.0
H 4.7306 -3.7519 -3.3044 0.0 -0.1 -0.1
H 3.5892 0.1215 -1.8878 0.0 0.1 0.0
H 1.4037 -3.1272 2.3632 0.0 0.0 0.1
C -6.7713 -0.3783 -1.8719 -0.1 0.0 0.0
C -5.6865 -1.2025 -2.1227 0.0 -0.2 -0.2
C -4.4702 -0.9515 -1.5153 0.1 -0.2 -0.1
C -4.3106 0.1252 -0.6562 0.4 0.2 0.3
C -5.4081 0.9299 -0.3988 0.1 0.2 0.2
C -6.6325 0.6861 -0.9992 -0.3 0.0 -0.1
Sb -2.3464 0.5379 0.2531 -0.5 -0.4 -0.3
C -1.4969 0.5775 -1.7559 -0.1 0.0 0.6
C -2.2326 1.1366 -2.7927 -0.2 0.1 0.1
C -1.6954 1.2581 -4.0622 -0.1 0.1 -0.1
C -0.4112 0.8117 -4.3192 0.1 0.0 0.0
C 0.3340 0.2619 -3.2914 0.1 -0.1 -0.1
C -0.2020 0.1631 -2.0186 0.1 -0.2 0.0
C -2.2053 -1.5766 0.7018 0.1 0.6 -0.1
C -3.1637 -2.1065 1.5532 -0.1 0.2 0.0
C -3.0418 -3.3896 2.0533 -0.1 0.0 0.1
C -1.9519 -4.1640 1.6948 0.0 -0.2 0.0
C -1.0154 -3.6562 0.8122 0.0 -0.2 -0.1
C -1.1424 -2.3707 0.3172 0.0 0.0 -0.1
H -7.7189 -0.5645 -2.3602 -0.1 0.0 0.0
H -5.7937 -2.0389 -2.8006 0.0 -0.1 0.0
H -3.6169 -1.5913 -1.7113 -0.1 -0.1 -0.1
H -5.2988 1.7656 0.2811 -0.1 0.1 0.1
H -7.4836 1.3235 -0.7975 0.0 0.1 0.0
H -3.2414 1.4803 -2.6081 -0.1 0.0 0.0
H -2.2831 1.7032 -4.8539 0.0 0.0 0.0
H 0.0148 0.9074 -5.3078 0.0 0.0 -0.1
H 1.3384 -0.0875 -3.4759 0.2 0.0 0.0
H 0.3986 -0.2386 -1.2179 0.2 -0.1 0.1
H -4.0170 -1.4983 1.8266 -0.1 0.0 0.1
H -3.7941 -3.7801 2.7271 0.0 0.0 0.0
H -1.8358 -5.1573 2.1083 0.0 -0.1 0.0
H -0.1697 -4.2571 0.5060 0.1 -0.1 0.0
H -0.3918 -1.9795 -0.3542 0.1 0.0 0.0
```
Positions in Å, forces in eV/Å.

Properties
HOMO energy = -0.158 Ha
Energy above the lowest of the compared OMol25 structures with the same formula, charge and spin = 4.8 kcal/mol
Total charge = -1